Record 1
Formula: C17H28F3N3O9
Source: the OMol25 dataset
Level of theory: ωB97M-V/def2-TZVPD

Element x y z (Å)
C 3.314 4.236 1.249
C 2.705 2.832 1.298
C 1.776 2.521 0.123
N 0.681 1.584 0.516
C 0.911 0.248 -0.033
O 2.053 -0.370 0.427
C 2.073 -0.535 1.831
C 2.987 -1.705 2.202
N 3.576 -1.507 3.482
F 2.145 -2.806 2.347
C 3.961 -2.094 1.101
C 5.129 -1.114 0.913
C 5.418 -0.932 -0.571
F 4.885 0.135 1.456
C -0.329 -0.646 0.102
O -0.295 -1.791 -0.061
N -1.540 0.043 0.433
C -2.698 -0.699 0.167
O -3.280 -1.285 0.951
F -3.040 -0.652 -1.087
H 4.140 4.266 1.952
H 2.579 5.001 1.466
H 3.743 4.383 0.259
H 2.103 2.743 2.201
H 3.465 2.056 1.368
H 2.304 2.182 -0.771
H 1.267 3.456 -0.117
H -0.117 1.927 -0.008
H 1.048 0.360 -1.120
H 2.443 0.338 2.364
H 1.100 -0.777 2.265
H 4.216 -0.725 3.494
H 3.999 -2.358 3.825
H 3.478 -2.298 0.153
H 4.397 -3.047 1.404
H 6.020 -1.562 1.348
H 6.114 -0.111 -0.713
H 5.799 -1.856 -0.992
H 4.486 -0.635 -1.048
H -1.545 0.417 1.375
O -5.490 -6.331 -2.046
C -5.250 -5.185 -1.857
O -5.613 -4.171 -2.691
C -5.355 -2.938 -2.020
C -4.290 -3.322 -1.021
O -4.576 -4.702 -0.780
H -5.021 -2.178 -2.725
H -6.275 -2.598 -1.540
H -3.281 -3.238 -1.433
H -4.346 -2.746 -0.103
O -4.861 5.089 -3.191
C -4.568 4.084 -2.636
O -3.535 3.958 -1.756
C -3.644 2.680 -1.133
C -4.439 1.887 -2.143
O -5.216 2.897 -2.787
H -2.659 2.257 -0.944
H -4.170 2.794 -0.182
H -3.804 1.401 -2.886
H -5.081 1.139 -1.682

Its SMILES is CCCN[C@@H](OC[C@@](N)(F)C[C@@H](C)F)C(=O)NC(=O)F.O=C1OCCO1.O=C1OCCO1. The HOMO-LUMO gap comes out at 10.081 eV. The value obtained for the energy relative to the best compared isomer or geometry (same formula, charge and spin) is 21.6 kcal per mole. Its charge is 0. The HOMO energy is -10.06 eV.

=====

Record 2
Formula: C17H28F6HfO11
Source: the OMol25 dataset
Level of theory: ωB97M-V/def2-TZVPD

Element x y z (Å)
Hf -0.238 -3.088 1.447
C 0.353 -2.009 -2.136
O 1.765 -2.130 -2.399
O 0.187 -2.381 -0.792
C 0.014 -0.527 -2.392
F 0.397 -0.205 -3.626
F -1.260 -0.082 -2.292
F 0.794 0.151 -1.557
C 2.213 -2.955 -3.452
C 3.493 -2.443 -4.098
H 3.300 -1.428 -4.446
H 4.342 -2.466 -3.414
H 3.802 -3.029 -4.964
H 1.558 -3.059 -4.320
H 2.330 -3.919 -2.951
H -0.104 -2.672 -2.874
O -0.352 1.053 2.097
C -0.352 -0.216 1.799
O 0.741 -0.876 1.938
O -1.273 -0.869 1.235
H 0.531 1.107 2.517
C 2.628 2.458 2.032
O 1.764 2.623 3.170
C 0.943 3.813 3.090
C -0.102 3.658 4.167
O -0.875 4.824 4.243
C -2.216 4.794 3.778
H 3.411 3.214 1.970
H 2.071 2.431 1.093
H 3.034 1.470 2.252
H 0.482 3.905 2.105
H 1.529 4.684 3.385
H 0.374 3.542 5.142
H -0.771 2.809 3.995
H -2.580 5.818 3.708
H -2.878 4.161 4.368
H -2.113 4.503 2.728
O 2.175 -3.101 1.317
C 3.300 -2.720 0.955
O 3.924 -3.292 -0.004
C 5.161 -2.641 -0.273
C 5.295 -1.453 0.670
C 4.145 -1.666 1.673
H 5.299 -2.273 -1.291
H 5.861 -3.478 -0.274
H 5.286 -0.515 0.118
H 6.282 -1.480 1.130
H 3.655 -0.719 1.885
H 4.462 -2.120 2.614
C -3.877 -0.535 -0.926
C -4.554 0.324 -2.010
O -5.839 -0.253 -2.265
C -6.958 0.429 -1.996
O -6.986 1.464 -1.383
C -8.218 -0.379 -2.371
F -9.177 -0.102 -1.449
F -8.652 -0.016 -3.590
F -8.010 -1.685 -2.497
H -4.449 -0.700 -0.014
H -2.990 -0.028 -0.539
H -3.457 -1.471 -1.297
H -3.957 0.356 -2.922
H -4.660 1.389 -1.805

The HOMO-LUMO gap comes out at 2.300 eV. Its charge is +2. The HOMO energy is -13.54 eV.

=====

Record 3
Formula: C17H28MgN2Si
Source: the OMol25 dataset
Level of theory: ωB97M-V/def2-TZVPD

Element x y z (Å)
C -1.885 -0.049 -1.996
C 1.235 -0.332 -2.402
C -1.568 0.850 -2.996
H -2.707 0.081 -1.288
C 1.249 0.997 -1.955
H 2.250 -0.745 -2.415
H -1.222 0.369 -3.930
H 2.196 1.292 -1.461
C -0.886 2.243 -2.941
H -1.577 3.009 -2.530
H -0.709 2.591 -3.979
C -1.212 -1.398 -2.104
H -1.810 -2.173 -2.623
H -0.989 -1.895 -1.130
C 0.185 -1.279 -2.938
H -0.049 -1.050 -3.993
H 0.666 -2.276 -2.987
C 0.444 2.266 -2.181
H 1.109 3.011 -2.642
H 0.211 2.742 -1.215
Mg 0.230 -0.135 -0.809
H -2.715 0.850 -3.171
C 0.842 -3.932 -0.544
C 0.633 -3.071 0.669
C 0.525 -3.628 1.942
C 0.342 -2.808 3.053
C 0.276 -1.434 2.896
C 0.336 -0.909 1.581
N 0.524 -1.756 0.506
N 0.206 0.381 1.230
Si 0.070 1.729 2.329
C -1.524 1.572 3.293
C 1.576 1.809 3.441
C 0.016 3.282 1.293
H -0.115 -4.193 -1.021
H 1.484 -3.445 -1.289
H 1.317 -4.869 -0.232
H 0.575 -4.707 2.025
H 0.240 -3.223 4.050
H 0.116 -0.743 3.726
H -1.670 0.569 3.714
H -1.539 2.299 4.116
H -2.373 1.784 2.629
H 2.452 2.122 2.856
H 1.418 2.548 4.238
H 1.815 0.847 3.911
H 0.944 3.395 0.718
H -0.838 3.259 0.603
H -0.093 4.154 1.954

The HOMO-LUMO gap (alpha / beta) comes out at 5.456 / 5.446 eV. The value obtained for the energy relative to the best compared isomer or geometry (same formula, charge and spin) is 25.2 kcal per mole. Its charge is 0. The HOMO energy (alpha / beta) is -5.55 / -5.54 eV.

=====

Record 4
Formula: C17H28N4OS
Source: the OMol25 dataset
Level of theory: ωB97M-V/def2-TZVPD

Element x y z (Å)
C 3.259 -2.266 -1.027
C 4.000 -1.012 -0.234
C 2.873 0.067 0.336
C 2.894 1.407 -0.633
C 1.893 1.259 -1.954
C 0.901 2.573 -2.125
C -0.657 2.275 -1.655
C -0.787 1.605 -0.155
C -1.529 0.137 0.152
N -2.172 -0.670 -0.960
C -3.660 -0.628 -0.660
C -4.600 -0.491 -2.004
C -1.580 -0.399 1.699
N -2.234 -1.663 2.206
C -1.883 -2.887 1.395
C -0.330 -2.964 0.876
C -0.864 0.566 2.860
N -0.764 0.284 4.362
S 0.075 1.616 5.174
N 0.458 2.756 3.860
C -0.116 2.012 2.668
C -0.128 2.510 1.087
O 0.502 3.850 0.846
H 4.004 -2.877 -1.698
H 2.832 -2.982 -0.176
H 2.338 -1.840 -1.611
H 4.747 -0.503 -1.011
H 4.658 -1.455 0.648
H 3.186 0.398 1.414
H 1.826 -0.461 0.299
H 2.587 2.375 -0.050
H 4.001 1.552 -1.018
H 1.168 0.342 -1.753
H 2.572 1.061 -2.899
H 0.941 2.844 -3.287
H 1.405 3.475 -1.573
H -1.189 3.342 -1.642
H -1.148 1.652 -2.515
H -2.034 -0.243 -1.902
H -3.824 0.343 0.015
H -4.056 -1.541 -0.042
H -4.000 -0.972 -2.899
H -5.571 -1.140 -1.801
H -4.816 0.650 -2.152
H -1.932 -1.802 3.202
H -2.607 -3.086 0.480
H -2.041 -3.823 2.119
H -0.073 -2.238 -0.017
H 0.432 -2.854 1.771
H -0.182 -4.064 0.435
H 1.225 3.911 1.545

Its SMILES is CCCCCCCc1c(NCC)c(NCC)c2nsnc2c1O. The HOMO-LUMO gap comes out at 6.117 eV. The value obtained for the energy relative to the best compared isomer or geometry (same formula, charge and spin) is 339.1 kcal per mole. Its charge is 0. The HOMO energy is -7.48 eV.

=====

Record 5
Formula: C17H28NO2
Source: the OMol25 dataset
Level of theory: ωB97M-V/def2-TZVPD

Element x y z (Å)
C -0.863 5.543 -3.239
O 0.001 4.433 -3.123
C -0.015 3.706 -1.986
C 0.892 2.642 -1.929
C 0.954 1.834 -0.818
C 0.112 2.066 0.267
O 0.245 1.179 1.335
C -0.589 1.349 2.473
C -0.307 0.230 3.474
C -0.861 -1.147 3.081
C 0.083 -2.006 2.242
N 0.319 -1.455 0.885
C -0.792 -1.705 -0.067
C -0.875 -3.164 -0.503
C 0.449 -3.671 -1.087
C 0.726 -3.097 -2.475
C 1.576 -3.369 -0.093
C 1.603 -1.896 0.290
C -0.781 3.119 0.226
C -0.844 3.935 -0.894
H -0.660 5.969 -4.219
H -1.913 5.241 -3.186
H -0.656 6.292 -2.469
H 1.543 2.477 -2.771
H 1.678 1.034 -0.769
H -0.371 2.317 2.937
H -1.645 1.334 2.172
H -0.770 0.530 4.414
H 0.769 0.171 3.644
H -1.053 -1.709 3.996
H -1.823 -1.026 2.580
H -0.322 -3.014 2.156
H 1.047 -2.068 2.751
H 0.372 -0.407 1.016
H -0.629 -1.066 -0.936
H -1.730 -1.402 0.401
H -1.164 -3.794 0.340
H -1.664 -3.248 -1.250
H 0.375 -4.756 -1.194
H -0.063 -3.392 -3.162
H 1.665 -3.486 -2.858
H 0.783 -2.012 -2.479
H 1.455 -3.985 0.799
H 2.538 -3.626 -0.537
H 1.782 -1.292 -0.601
H 2.405 -1.697 1.002
H -1.435 3.335 1.056
H -1.548 4.751 -0.893

Its SMILES is COc1ccc(OCCCC[N@H+]2CC[C@H](C)CC2)cc1. The HOMO-LUMO gap comes out at 8.853 eV. The value obtained for the energy relative to the best compared isomer or geometry (same formula, charge and spin) is 9.6 kcal per mole. Its charge is +1. The HOMO energy is -10.91 eV.

=====

Record 6
Formula: C17H29AlClSi2
Source: the OMol25 dataset
Level of theory: ωB97M-V/def2-TZVPD

Element x y z (Å)
C -0.380 0.667 -2.098
C 1.020 0.749 -2.272
C 1.532 1.638 -1.262
H 1.620 0.265 -3.039
C 0.420 2.165 -0.541
C -0.753 1.581 -1.056
H -1.783 1.806 -0.788
H -1.081 0.104 -2.720
H 2.522 2.071 -1.198
H 0.516 2.892 0.263
Al 1.515 -0.056 0.744
Cl 0.173 -1.652 0.232
C 3.385 -1.843 1.174
C 3.528 -0.487 1.629
C 3.412 0.385 0.475
H 3.942 -0.189 2.599
C 3.191 -0.478 -0.670
C 3.124 -1.824 -0.222
H 2.965 -2.699 -0.847
H 3.557 -2.739 1.769
H 3.671 1.440 0.469
H 3.389 -0.211 -1.702
C -1.066 -1.792 3.734
Si 0.481 -0.696 3.830
C 0.446 0.245 5.493
C 1.874 -1.936 4.009
C 0.481 0.595 2.376
Si -1.296 1.371 2.337
C -2.149 1.505 4.045
C -1.474 3.171 1.772
C -2.510 0.268 1.400
H -0.952 -2.559 4.520
H -1.081 -2.279 2.746
H -2.009 -1.255 3.900
H 0.986 -0.379 6.229
H 0.987 1.203 5.413
H -0.586 0.435 5.833
H 1.863 -2.705 3.226
H 2.876 -1.490 4.088
H 1.678 -2.451 4.974
H 1.106 1.403 2.864
H -1.561 2.102 4.750
H -3.107 2.031 3.890
H -2.370 0.545 4.525
H -1.432 3.334 0.689
H -2.458 3.535 2.102
H -0.740 3.825 2.257
H -2.350 0.277 0.316
H -2.488 -0.769 1.758
H -3.523 0.658 1.586

The HOMO-LUMO gap comes out at 6.395 eV. The value obtained for the energy relative to the best compared isomer or geometry (same formula, charge and spin) is 4.1 kcal per mole. Its charge is -1. The HOMO energy is -3.52 eV.

=====

Number 1: total energy -1805.611310 Ha. Number 2: total energy -2138.632104 Ha. Number 3: total energy -1263.563795 Ha. Number 4: total energy -1356.482362 Ha. Number 5: total energy -869.586966 Ha. Number 6: total energy -1946.905552 Ha.